# 1
C17H14Br2N3O2SSn | wB97M-V/def2-TZVPD

Values from the calculation:
ΔE to the lowest compared entry with this formula, charge and spin: 63.2 kcal per mole
Total energy: -6731.21822 Ha
Molecular weight: 602.9 g/mol
Max |F|: 4.17 eV Å⁻¹
Total charge: +1
HOMO-LUMO gap: 5.436 eV

Cartesian coordinates (Å):
Sn 0.140 -0.992 0.331
C -1.692 -1.596 3.340
C -0.341 -0.887 3.623
C 0.045 -0.508 4.938
C 1.258 0.039 5.213
C 2.151 0.143 4.129
C 3.553 0.238 4.279
Br 4.209 0.165 6.021
C 4.468 0.372 3.224
C 3.929 0.298 1.943
Br 5.064 0.386 0.358
C 2.562 0.010 1.733
O 2.142 -0.364 0.532
C 1.673 -0.073 2.833
N 0.430 -0.656 2.555
H -1.863 -2.380 4.087
H -1.465 -2.114 2.411
H -2.606 -1.007 3.250
H -0.664 -0.663 5.777
H 1.475 0.408 6.220
H 5.532 0.554 3.322
O -0.226 1.670 0.415
C -1.002 0.829 0.003
C -3.277 -1.335 -5.111
C -2.598 -0.263 -4.409
C -1.558 0.466 -4.923
C -0.741 1.249 -4.078
N -0.944 1.252 -2.720
C -2.077 0.784 -2.278
S -2.686 1.110 -0.564
N -2.844 -0.023 -3.054
C 0.502 1.880 -4.597
H -4.110 -1.017 -5.757
H -3.737 -2.145 -4.519
H -2.525 -1.809 -5.744
H -1.197 0.379 -5.951
H -3.562 -0.552 -2.566
H 0.445 2.256 -5.619
H 1.290 1.103 -4.669
H 0.849 2.795 -3.977

=====

# 2
C20H34PW | wB97M-V/def2-TZVPD

Values from the calculation:
Total energy: -1190.54688 Ha
Multiplicity: 3
⟨S²⟩: 2.128
Molecular weight: 489.3 g/mol
Max |F|: 3.41 eV Å⁻¹
Total charge: +1
HOMO-LUMO gap (alpha / beta): 7.060 / 6.704 eV

Cartesian coordinates (Å):
C -0.134 -0.152 -2.994
C 0.357 1.269 -2.976
C 0.600 -1.073 -3.948
C -1.637 -0.231 -3.080
H 0.093 -1.047 -4.928
H 0.617 -2.120 -3.613
H 1.643 -0.767 -4.074
H 0.261 1.679 -3.999
H 1.407 1.373 -2.679
H -0.245 1.889 -2.299
H -1.991 0.451 -3.876
H -2.119 0.077 -2.142
H -1.977 -1.245 -3.315
C 2.522 -1.696 0.505
C 2.734 -1.887 -0.923
C 2.700 -0.575 -1.535
H 3.058 -2.805 -1.412
C 2.518 0.405 -0.519
C 2.337 -0.283 0.737
H 2.269 0.179 1.719
H 2.625 -2.442 1.289
H 2.941 -0.372 -2.580
H 2.493 1.479 -0.654
C -1.181 -2.356 0.680
C 0.039 -3.124 0.639
C 0.268 -3.512 -0.734
H 0.588 -3.466 1.524
C -0.768 -2.905 -1.530
C -1.675 -2.236 -0.644
H -2.600 -1.723 -0.932
H -1.719 -2.080 1.585
H 1.023 -4.216 -1.108
H -0.937 -3.096 -2.594
W 0.641 -1.372 -0.554
C 1.438 1.851 3.666
C -0.011 1.471 3.364
P -0.366 0.539 1.842
C -2.144 0.249 2.248
C -2.947 1.259 3.080
C 0.001 1.945 0.667
C -0.870 3.195 0.651
H 2.110 0.999 3.770
H 1.519 2.424 4.596
H 1.815 2.505 2.874
H -0.399 0.932 4.245
H -0.600 2.394 3.310
H -2.680 -0.041 1.326
H -2.022 -0.658 2.886
H -3.067 2.228 2.580
H -3.950 0.865 3.283
H -2.496 1.438 4.064
H 1.036 2.242 0.947
H 0.076 1.534 -0.366
H -0.748 3.720 1.603
H -0.510 3.891 -0.129
H -1.935 2.997 0.460

=====

# 3
C6H12NO | wB97M-V/def2-TZVPD

Values from the calculation:
ΔE to the lowest compared entry with this formula, charge and spin: 64.1 kcal per mole
Total energy: -365.67660 Ha
Molecular weight: 114.2 g/mol
Max |F|: 4.84 eV Å⁻¹
Total charge: -1
HOMO-LUMO gap: 5.274 eV

Cartesian coordinates (Å):
C 0.473 -1.813 1.970
O 0.544 -2.114 0.579
C -0.342 -0.591 2.191
C 0.229 0.888 1.494
C 0.645 0.738 0.108
N -1.039 1.092 -3.313
C -0.008 0.968 -2.279
C -0.238 1.085 -0.923
H 1.559 -1.652 2.294
H -0.060 -2.732 2.358
H -1.331 -0.425 1.556
H -0.666 -0.555 3.204
H -0.591 1.626 1.705
H 1.097 1.050 2.124
H 1.713 0.496 -0.084
H 0.245 -1.174 -0.065
H -1.141 2.131 -3.574
H -1.998 0.892 -2.905
H 0.858 0.691 -2.883
H -1.321 1.269 -0.545

=====

# 4
C5H17NO3 | wB97M-V/def2-TZVPD

Values from the calculation:
ΔE to the lowest compared entry with this formula, charge and spin: 60.0 kcal per mole
Total energy: -481.08583 Ha
Molecular weight: 139.2 g/mol
Max |F|: 3.04 eV Å⁻¹
Structure (SMILES): CN1CCCC1.O.O.O
HOMO-LUMO gap: 8.598 eV

Cartesian coordinates (Å):
C -1.380 0.343 -2.787
N -0.556 1.016 -1.807
C 0.509 -0.017 -1.327
C 0.187 -0.155 0.154
C -0.767 0.988 0.677
C -1.321 1.565 -0.627
H -1.952 -0.449 -2.349
H -0.731 -0.294 -3.482
H -2.089 0.950 -3.418
H 0.587 -1.007 -1.808
H 1.376 0.650 -1.623
H 1.106 -0.118 0.782
H -0.366 -1.104 0.459
H -0.070 1.571 1.233
H -1.598 0.683 1.390
H -2.394 1.377 -0.816
H -1.076 2.686 -0.686
O 1.713 0.697 2.536
H 1.353 -0.107 3.019
H 2.678 0.628 2.583
O 3.125 -1.243 1.050
H 3.868 -0.671 1.314
H 2.651 -0.832 0.309
O -1.413 -2.769 1.778
H -2.278 -2.521 1.389
H -1.161 -1.868 2.057